{"formula": "C56H54AsHfN4O2S3Se", "method": "ωB97M-V with the def2-TZVPD basis set", "symbols": ["Hf", "C", "N", "C", "C", "C", "C", "C", "N", "C", "C", "C", "C", "C", "C", "H", "H", "H", "H", "H", "H", "H", "H", "H", "H", "H", "S", "C", "N", "C", "C", "N", "C", "C", "C", "C", "C", "C", "C", "C", "S", "C", "C", "C", "C", "C", "C", "C", "H", "H", "H", "H", "H", "H", "H", "H", "H", "H", "H", "H", "H", "H", "H", "H", "H", "H", "O", "H", "H", "Se", "C", "C", "C", "C", "C", "C", "C", "S", "C", "O", "H", "H", "H", "H", "H", "H", "H", "H", "H", "H", "C", "C", "C", "C", "C", "C", "As", "C", "C", "C", "C", "C", "C", "C", "C", "C", "C", "C", "C", "H", "H", "H", "H", "H", "H", "H", "H", "H", "H", "H", "H", "H"], "positions_angstrom": [[0.88785, -0.53164, 0.09854], [0.87075, 0.97716, -2.86408], [0.95722, -0.24834, -2.05163], [1.43720, -1.33535, -2.59341], [1.64899, -2.50871, -1.84245], [2.38903, -3.63746, -2.18496], [2.55680, -4.37029, -1.01305], [1.90817, -3.66170, -0.00712], [1.31521, -2.54808, -0.48383], [-0.53837, 1.38736, -3.25007], [-1.37069, 0.50070, -3.92499], [-2.65705, 0.87230, -4.28590], [-3.12248, 2.14604, -3.98062], [-2.29619, 3.04157, -3.31908], [-1.01057, 2.66022, -2.95218], [1.45816, 0.83274, -3.77282], [1.33009, 1.77490, -2.28834], [1.75469, -1.32954, -3.63531], [2.78429, -3.85987, -3.16704], [3.10060, -5.29470, -0.88119], [1.87723, -3.91861, 1.03757], [-1.00898, -0.49165, -4.17708], [-3.29289, 0.16831, -4.81036], [-4.12467, 2.44245, -4.26640], [-2.65477, 4.03630, -3.08054], [-0.35837, 3.36311, -2.44274], [-3.85600, 0.86289, -0.28497], [-4.40069, -0.68996, -0.39385], [-5.65179, -1.04890, -0.02879], [-6.28590, -2.21415, -0.64753], [-5.33424, -3.36013, -0.76827], [-4.05915, -2.93892, -1.33725], [-3.34875, -3.88920, -2.20217], [-3.43014, -3.48194, -3.65962], [-2.27535, -3.46966, -4.43115], [-2.32787, -3.10663, -5.77151], [-3.53442, -2.73750, -6.34755], [-4.69246, -2.73661, -5.57837], [-4.63872, -3.11123, -4.24326], [-3.49153, -1.77410, -0.98752], [-1.86847, -1.52848, -1.25761], [-6.53990, -0.18615, 0.77366], [-7.16732, 1.01279, 0.08338], [-8.04052, 0.81939, -0.98060], [-8.63664, 1.90398, -1.61332], [-8.36950, 3.19162, -1.17473], [-7.51543, 3.38981, -0.09592], [-6.92097, 2.30489, 0.52916], [-6.65258, -1.93175, -1.64018], [-7.13596, -2.52008, -0.04446], [-5.77206, -4.12439, -1.40372], [-5.15353, -3.80375, 0.21606], [-3.78440, -4.87534, -2.03837], [-2.30686, -3.92245, -1.90409], [-1.32852, -3.75377, -3.98210], [-1.42264, -3.11229, -6.36748], [-3.57396, -2.45215, -7.39126], [-5.64115, -2.45547, -6.01951], [-5.55632, -3.12505, -3.66315], [-5.97390, 0.14486, 1.64579], [-7.34409, -0.83915, 1.10939], [-8.26755, -0.18781, -1.31761], [-9.31402, 1.74038, -2.44280], [-8.82867, 4.03982, -1.66816], [-7.30896, 4.39447, 0.25368], [-6.24756, 2.45962, 1.36364], [-1.29748, 0.05578, 1.26110], [-1.88648, 0.30054, 0.52522], [-1.57489, 0.61509, 1.99439], [3.16065, -0.09991, 0.79629], [-3.72294, 3.73066, 4.78982], [-2.53254, 3.36438, 3.94406], [-2.41985, 3.79474, 2.62147], [-1.30843, 3.47925, 1.85802], [-0.28863, 2.72648, 2.42315], [-0.39031, 2.26442, 3.73115], [-1.51032, 2.58366, 4.48323], [1.14458, 2.17390, 1.51540], [1.75596, 3.73858, 0.91040], [0.52406, 1.54852, 0.24102], [-4.41263, 4.38391, 4.25728], [-3.39911, 4.24124, 5.69851], [-4.26182, 2.83189, 5.10067], [-3.21161, 4.39185, 2.18307], [-1.24375, 3.80315, 0.82358], [0.40818, 1.66126, 4.15326], [-1.59806, 2.22065, 5.50121], [1.05534, 4.12707, 0.17017], [2.72588, 3.52736, 0.45789], [1.87016, 4.41936, 1.75452], [-3.26639, -0.96628, 5.53338], [-1.97022, -0.81922, 6.00146], [-0.88953, -1.05122, 5.15646], [-1.10211, -1.44119, 3.84158], [-2.40697, -1.60581, 3.37869], [-3.48439, -1.36588, 4.21793], [0.38580, -1.81917, 2.61279], [0.10035, -3.74140, 2.72902], [-0.78241, -4.49583, 1.97669], [-0.84784, -5.86840, 2.17950], [-0.02570, -6.46654, 3.12849], [0.86050, -5.70388, 3.87687], [0.93481, -4.32932, 3.67838], [1.88710, -3.40110, 4.33003], [2.87690, -3.75065, 5.24027], [3.75919, -2.78531, 5.70646], [3.66899, -1.47046, 5.26709], [2.68498, -1.11272, 4.35391], [1.79509, -2.07384, 3.90746], [-4.10724, -0.78803, 6.19344], [-1.79513, -0.53394, 7.03178], [0.12238, -0.94063, 5.52872], [-2.57756, -1.92510, 2.35736], [-4.49560, -1.50407, 3.85356], [-1.38459, -4.02597, 1.20564], [-1.52197, -6.47502, 1.58710], [-0.06445, -7.53921, 3.27476], [1.50192, -6.18508, 4.60722], [2.97558, -4.77543, 5.57726], [4.54264, -3.06789, 6.39923], [4.37867, -0.73048, 5.61573], [2.64635, -0.10512, 3.95765]], "forces_ev_per_a": [[0.261, 0.507, 1.434], [-0.166, -0.113, -0.004], [-0.002, -0.107, -0.876], [-0.023, 0.064, -0.088], [-0.217, -0.101, -0.071], [0.140, 0.004, -0.166], [0.023, -0.105, 0.075], [-0.057, -0.076, -0.131], [0.290, -0.718, -0.718], [0.034, -0.155, 0.225], [0.013, -0.017, -0.060], [0.029, -0.004, 0.010], [-0.025, -0.018, -0.015], [0.031, 0.004, 0.061], [0.024, -0.020, 0.011], [0.110, -0.023, -0.027], [0.093, 0.121, 0.022], [-0.026, 0.006, -0.034], [-0.027, 0.022, 0.092], [-0.064, 0.100, -0.046], [-0.077, 0.008, 0.036], [-0.051, 0.002, 0.045], [0.015, -0.001, 0.014], [0.029, -0.020, 0.023], [0.030, -0.035, -0.033], [-0.048, -0.036, 0.018], [-0.097, -0.073, 0.244], [-0.270, 0.118, 0.172], [0.101, -0.247, -0.057], [0.028, 0.261, -0.243], [0.197, -0.097, 0.171], [-0.135, 0.200, -0.137], [-0.092, -0.007, 0.028], [0.035, 0.077, 0.050], [0.030, -0.042, -0.047], [0.040, -0.013, -0.001], [-0.033, 0.036, 0.042], [0.021, -0.026, 0.032], [-0.005, -0.031, -0.034], [0.128, -0.283, -0.135], [-0.312, 0.054, -0.211], [0.150, 0.320, -0.146], [0.085, -0.211, -0.110], [-0.024, 0.031, -0.080], [0.026, -0.108, -0.004], [0.046, 0.059, 0.038], [-0.059, 0.020, -0.034], [0.024, -0.031, 0.006], [-0.056, 0.016, 0.012], [-0.051, 0.027, 0.042], [0.007, -0.051, -0.058], [0.030, -0.061, 0.019], [-0.077, 0.024, -0.006], [0.111, -0.108, 0.105], [-0.037, 0.046, 0.005], [-0.038, 0.009, 0.035], [-0.005, -0.006, 0.031], [0.046, -0.011, 0.001], [0.049, 0.030, 0.006], [0.049, 0.044, -0.038], [0.052, -0.046, 0.141], [-0.009, 0.069, -0.003], [0.030, 0.007, 0.037], [0.016, -0.042, 0.036], [-0.022, -0.048, -0.007], [0.034, 0.006, -0.020], [0.124, -0.363, -0.131], [-0.330, 0.087, -0.285], [0.165, 0.073, 0.210], [-0.226, -0.232, -0.064], [0.050, -0.095, -0.015], [0.010, -0.030, 0.082], [-0.005, 0.056, -0.027], [-0.013, 0.044, -0.155], [0.024, -0.059, -0.002], [0.062, 0.022, -0.007], [-0.065, 0.032, 0.000], [-0.529, 0.752, 0.084], [0.185, -0.064, -0.097], [0.208, 1.096, 0.117], [0.018, -0.029, -0.002], [-0.023, 0.005, -0.032], [0.002, 0.051, -0.030], [0.016, -0.027, 0.030], [-0.026, -0.043, 0.078], [-0.070, 0.010, 0.004], [0.035, 0.012, -0.044], [0.033, -0.007, 0.085], [-0.071, 0.039, -0.026], [-0.007, -0.065, -0.041], [-0.031, -0.015, -0.030], [-0.016, -0.009, 0.022], [0.079, 0.030, -0.009], [-0.031, 0.306, -0.132], [-0.023, 0.001, 0.043], [0.067, -0.021, 0.038], [-0.015, -0.901, 1.017], [-0.016, 0.046, -0.283], [-0.047, -0.013, -0.045], [0.021, 0.021, 0.019], [-0.002, 0.009, 0.021], [0.032, -0.054, 0.080], [0.103, 0.005, 0.029], [-0.049, -0.096, -0.030], [0.025, -0.030, 0.050], [0.004, -0.039, 0.011], [-0.020, 0.023, -0.006], [0.035, 0.003, 0.024], [0.079, 0.149, -0.167], [0.039, -0.007, -0.027], [0.009, 0.010, -0.026], [-0.033, 0.004, 0.039], [-0.039, 0.020, -0.009], [0.018, 0.003, -0.001], [-0.013, -0.010, 0.018], [0.023, 0.018, 0.021], [-0.011, 0.050, 0.012], [-0.042, 0.013, -0.061], [0.010, 0.024, -0.015], [-0.054, 0.016, -0.005], [-0.021, -0.034, -0.012], [0.003, 0.013, 0.008]], "mulliken_charge": [-0.66, -1.66, 0.73, 0.36, -0.22, -1.08, -1.18, -0.22, 1.24, 0.69, -0.12, -0.19, -0.65, -0.72, -0.31, 0.58, 0.25, 0.43, 0.55, 0.48, 0.41, 0.35, 0.37, 0.45, 0.42, 0.36, 0.13, -0.35, 0.37, -0.46, -1.15, 0.50, -1.94, 0.82, -0.23, -0.66, -0.49, -0.81, -0.07, -0.67, 0.57, -1.66, 0.90, -0.34, -0.85, -0.44, -0.73, -0.10, 0.25, 0.51, 0.52, 0.22, 0.79, 0.56, 0.44, 0.41, 0.40, 0.43, 0.21, 0.32, 0.60, 0.36, 0.40, 0.41, 0.39, 0.44, 2.68, -1.12, -0.53, -0.55, -1.57, 0.97, -1.05, -0.23, -0.34, 0.04, -0.58, 0.77, -1.30, -0.55, 0.37, 0.41, 0.31, 0.39, 0.22, 0.32, 0.50, 0.31, 0.39, 0.46, -0.76, -0.79, -0.29, 0.08, 0.25, -0.65, 1.65, -0.77, -0.68, -0.70, -0.82, -0.62, 0.70, 0.93, -0.64, -0.88, -0.76, -0.27, -0.61, 0.44, 0.46, 0.42, 0.35, 0.52, 0.52, 0.45, 0.41, 0.43, 0.44, 0.39, 0.47, 0.36], "total_energy_ev": -228999.3959, "charge": 1, "de_lowest_kj_mol": 158.8, "gap_ev": 6.04}